No. 1
Computed, not measured: C16H23CdN4OS2 as an isolated structure, with ωB97M-V/def2-TZVPD.

Values from the calculation:
Total charge ... +1
Gap between HOMO and LUMO ... 8.2 eV
E_tot ... -1881.65594 Eh
HOMO energy ... -10.68 eV
Spin multiplicity ... 1
ΔE to the lowest compared entry with this formula, charge and spin ... 29.2 kJ/mol

Last column: natural (NBO) charge in e.
Cartesian coordinates (Å):
Cd 0.238 -0.145 -0.604  1.547
C 2.156 1.936 1.695  -0.585
C 0.812 2.066 2.424  -0.258
C 0.039 3.256 1.862  -0.613
C 0.040 0.767 2.322  -0.039
C 0.459 -0.357 3.033  -0.175
C -0.233 -1.553 2.961  -0.212
C -1.366 -1.684 2.164  0.003
C -2.110 -2.976 2.059  -0.640
C -1.809 -0.561 1.475  -0.235
C -1.122 0.650 1.551  -0.312
H 2.736 2.849 1.807  0.233
H 1.976 1.771 0.624  0.185
H 2.737 1.111 2.101  0.192
H 1.019 2.255 3.483  0.222
H -0.066 3.162 0.781  0.215
H 0.573 4.179 2.075  0.227
H -0.948 3.324 2.316  0.218
H 1.315 -0.280 3.692  0.212
H 0.095 -2.398 3.548  0.223
H -2.854 -3.046 2.849  0.238
H -1.440 -3.824 2.153  0.227
H -2.628 -3.045 1.106  0.224
H -2.737 -0.607 0.914  0.232
H -1.557 1.521 1.080  0.261
N 2.576 -1.135 0.355  -0.675
N 2.802 -2.383 -0.253  -0.436
C 1.791 -3.197 -0.613  0.308
N 2.095 -4.406 -1.092  -0.760
S 0.179 -2.792 -0.416  -0.306
H 3.395 -0.549 0.207  0.396
H 2.407 -1.240 1.361  0.389
H 3.754 -2.731 -0.283  0.395
H 3.040 -4.711 -1.248  0.406
H 1.339 -5.010 -1.368  0.434
O -1.001 1.547 -1.283  -0.733
N -1.274 1.582 -2.566  0.017
C -2.304 2.355 -2.950  0.029
C -2.673 2.470 -4.263  -0.250
C -1.961 1.765 -5.232  -0.150
C -0.899 0.988 -4.837  -0.227
C -0.549 0.886 -3.485  0.028
S 0.794 -0.072 -3.011  -0.411
H -2.810 2.862 -2.143  0.236
H -3.493 3.111 -4.532  0.241
H -2.240 1.844 -6.269  0.235
H -0.298 0.446 -5.549  0.244


No. 2
Computed, not measured: a 2-piece molecular cluster, C4H6N2 overall at a distorted geometry, with ωB97M-V/def2-TZVPD.

Values from the calculation:
Gap between HOMO and LUMO ... 9.4 eV
E_tot ... -265.34087 Eh
HOMO energy ... -8.97 eV
Spin multiplicity ... 1
ΔE to the lowest compared entry with this formula, charge and spin ... 511.2 kJ/mol

Last column: natural (NBO) charge in e.
Cartesian coordinates (Å):
C 0.057 1.589 0.872  -0.653
C 0.015 0.275 0.162  0.103
C -1.220 -0.389 0.027  -0.350
C -0.524 -1.662 -0.876  -0.128
N 0.724 -1.340 -1.284  -0.278
N 0.945 -0.158 -0.713  -0.299
H 0.884 1.623 1.585  0.223
H 0.173 2.418 0.166  0.225
H -0.856 1.770 1.448  0.252
H -1.075 -1.799 0.718  0.275
H -0.937 -2.640 -1.183  0.223
H 1.816 0.314 -0.923  0.407


No. 3
Computed, not measured: one molecule with the formula C6H14N2O2S at a distorted geometry, with ωB97M-V/def2-TZVPD.

Values from the calculation:
Gap between HOMO and LUMO (alpha / beta) ... 7.0 / 7.0 eV
E_tot ... -895.02557 Eh
HOMO energy (alpha / beta) ... -6.63 / -6.64 eV
Spin multiplicity ... 1
ΔE to the lowest compared entry with this formula, charge and spin ... 438.0 kJ/mol

Last column: natural (NBO) charge in e.
Cartesian coordinates (Å):
C 0.855 1.689 -1.067  -0.521
C -0.633 0.768 -0.975  -0.159
C 1.512 1.565 0.208  0.174
C 0.188 -0.763 0.550  -0.601
C -0.043 -1.349 -1.893  -0.397
C -2.312 -1.346 1.688  -0.868
N -0.435 -0.556 -0.737  -0.438
N 2.763 1.093 0.175  -0.760
O -1.209 1.047 1.838  -0.997
O -0.236 -0.672 3.225  -0.960
S -0.820 -0.350 1.934  2.138
H 1.479 1.332 -1.867  0.207
H 0.462 2.620 -1.166  0.234
H -1.184 1.242 -0.161  0.250
H -1.052 0.912 -1.993  0.186
H 1.174 2.070 1.127  0.243
H 0.658 -1.681 0.508  0.194
H 1.012 -1.231 -2.226  0.164
H -0.091 -2.362 -1.640  0.204
H -0.778 -0.989 -2.682  0.210
H -2.072 -2.244 1.103  0.234
H -2.791 -1.452 2.622  0.245
H -2.772 -0.690 0.946  0.238
H 3.305 1.072 0.970  0.387
H 3.020 0.276 -0.488  0.394


No. 4
Computed, not measured: C62H69BGe2O5PdS4 as an isolated structure, with ωB97M-V/def2-TZVPD.

Values from the calculation:
Gap between HOMO and LUMO (alpha / beta) ... 7.5 / 5.9 eV
E_tot ... -8679.72494 Eh
HOMO energy (alpha / beta) ... -6.97 / -8.40 eV
Spin multiplicity ... 5
⟨S²⟩ ... 6.023
ΔE to the lowest compared entry with this formula, charge and spin ... 232.7 kJ/mol

Last column: Mulliken spin population.
Cartesian coordinates (Å):
Pd -0.512 1.049 -2.322  1.044
C 6.254 -0.216 -1.558  0.001
C 5.240 -1.325 -1.560  0.000
C 5.072 -2.148 -0.453  -0.005
C 4.114 -3.153 -0.433  0.036
C 3.974 -4.040 0.773  0.011
C 3.292 -3.333 -1.552  -0.017
C 3.492 -2.565 -2.706  -0.003
C 2.766 -2.824 -3.999  0.009
C 4.454 -1.561 -2.679  0.000
C 2.253 -4.404 -1.527  -0.021
C 2.548 -5.653 -2.059  0.004
C 1.584 -6.646 -2.098  0.002
C 0.309 -6.384 -1.626  0.002
C -0.012 -5.144 -1.077  -0.003
C 0.986 -4.161 -0.990  0.010
Ge 0.664 -2.385 -0.238  -0.190
S 0.464 -1.066 -2.054  1.050
S 2.226 -1.342 0.952  0.104
Ge 0.390 -0.561 2.030  0.719
S -1.070 1.521 -0.178  0.759
S -1.006 -2.130 1.203  0.058
C 0.515 -0.441 3.993  0.186
C 0.050 0.759 4.539  -0.158
C 0.138 0.972 5.911  -0.012
C 0.674 -0.001 6.738  -0.002
C 1.118 -1.197 6.196  0.009
C 1.045 -1.430 4.825  0.005
C 1.545 -2.747 4.331  -0.005
C 2.903 -2.931 4.079  -0.008
C 3.891 -1.799 4.131  0.012
C 3.371 -4.211 3.793  -0.005
C 2.525 -5.305 3.751  0.002
C 3.042 -6.680 3.432  0.000
C 1.172 -5.099 4.007  -0.002
C 0.666 -3.840 4.289  0.015
C -0.804 -3.659 4.552  0.001
C -0.595 1.826 3.712  0.314
C -1.963 1.758 3.434  -0.063
C -2.774 0.531 3.754  0.007
C -2.581 2.850 2.832  -0.021
C -1.874 3.997 2.501  0.005
C -2.579 5.210 1.961  -0.006
C -0.501 4.013 2.718  -0.047
C 0.149 2.947 3.321  -0.029
C 1.633 2.997 3.554  0.004
C -1.436 -4.913 -0.688  -0.009
C -1.922 -5.377 0.532  -0.014
C -1.035 -6.088 1.510  0.007
C -3.260 -5.169 0.853  0.004
C -4.121 -4.512 -0.012  0.001
C -5.555 -4.257 0.359  0.000
C -3.623 -4.082 -1.236  0.000
C -2.297 -4.277 -1.594  0.015
C -1.816 -3.812 -2.940  -0.023
H 6.815 -0.196 -0.624  0.000
H 5.767 0.753 -1.678  0.000
H 6.964 -0.330 -2.378  0.000
H 5.697 -2.000 0.421  -0.001
H 4.717 -3.778 1.526  -0.003
H 4.110 -5.091 0.509  -0.001
H 2.986 -3.946 1.231  0.021
H 1.998 -3.588 -3.899  -0.002
H 3.479 -3.160 -4.755  0.001
H 2.288 -1.918 -4.373  -0.005
H 4.596 -0.954 -3.566  0.000
H 3.538 -5.828 -2.460  0.000
H 1.817 -7.614 -2.521  0.000
H -0.465 -7.138 -1.690  0.000
H -0.229 1.904 6.323  -0.001
H 0.740 0.167 7.805  0.000
H 1.532 -1.968 6.834  -0.002
H 3.405 -0.830 4.230  -0.003
H 4.489 -1.784 3.220  -0.005
H 4.574 -1.918 4.976  0.000
H 4.431 -4.351 3.609  -0.001
H 4.121 -6.673 3.287  0.000
H 2.583 -7.065 2.519  0.000
H 2.812 -7.385 4.233  0.000
H 0.498 -5.947 3.997  0.000
H -1.309 -4.624 4.590  -0.001
H -1.271 -3.064 3.759  0.001
H -0.984 -3.141 5.494  0.001
H -2.389 -0.002 4.622  -0.001
H -2.764 -0.165 2.909  -0.001
H -3.814 0.795 3.944  0.000
H -3.646 2.807 2.635  -0.002
H -3.448 4.932 1.368  0.000
H -1.914 5.814 1.343  0.001
H -2.927 5.843 2.780  0.001
H 0.074 4.883 2.421  0.001
H 2.065 3.884 3.094  0.002
H 2.129 2.120 3.131  -0.005
H 1.871 3.011 4.619  0.000
H 0.008 -5.783 1.416  0.000
H -1.079 -7.171 1.366  -0.001
H -1.357 -5.874 2.526  0.000
H -3.629 -5.515 1.812  0.001
H -5.812 -4.744 1.299  0.000
H -6.232 -4.626 -0.412  0.000
H -5.740 -3.188 0.472  0.000
H -4.285 -3.581 -1.933  0.000
H -2.656 -3.669 -3.618  0.002
H -1.123 -4.522 -3.391  -0.001
H -1.291 -2.852 -2.875  0.030
C -0.222 4.322 -5.025  -0.004
C 0.561 3.072 -4.661  -0.009
C 1.739 2.838 -5.589  -0.003
O 1.009 3.143 -3.287  -0.014
C -0.340 1.825 -4.529  -0.043
O 0.201 0.699 -4.604  0.119
O -1.523 2.004 -4.113  0.101
H 0.437 5.194 -5.005  0.000
H -1.041 4.476 -4.323  0.002
H -0.639 4.236 -6.029  0.000
H 2.399 3.709 -5.578  0.000
H 1.399 2.687 -6.614  0.001
H 2.293 1.957 -5.274  0.001
H 1.612 3.889 -3.182  0.004
C -5.029 7.406 -3.851  0.000
C -3.667 8.000 -3.490  0.000
C -2.993 8.462 -4.789  0.000
C -3.892 9.211 -2.575  0.000
C -2.771 6.991 -2.768  -0.001
C -1.442 7.332 -2.497  0.000
C -0.562 6.481 -1.836  0.003
C -1.061 5.259 -1.450  -0.001
O -0.421 4.222 -0.817  0.044
B -1.376 3.218 -0.740  0.014
O -2.607 3.639 -1.224  0.002
C -2.376 4.907 -1.701  0.007
C -3.253 5.747 -2.351  0.000
H -5.604 8.138 -4.419  0.000
H -5.609 7.152 -2.962  0.000
H -4.927 6.510 -4.465  0.000
H -3.639 9.169 -5.312  0.000
H -2.806 7.615 -5.450  0.000
H -2.042 8.960 -4.602  0.000
H -4.546 9.938 -3.061  0.000
H -2.952 9.707 -2.337  0.000
H -4.358 8.905 -1.637  0.000
H -1.072 8.299 -2.811  0.000
H 0.463 6.764 -1.639  0.000
H -4.265 5.425 -2.537  0.000


Which of these has the lowest E_tot?
C62H69BGe2O5PdS4